Record 1
{
  "formula": "C6H6ClNS",
  "method": "wB97M-V/def2-TZVPD",
  "elements": ["Cl", "S", "N", "C", "C", "C", "C", "C", "C", "H", "H", "H", "H", "H", "H"],
  "xyz": [[3.61450, -0.92974, -0.00852], [-1.34146, -2.27664, -0.01634], [-0.37177, -1.42834, 0.86890], [-1.11877, 1.06479, -0.24371], [1.38591, 0.84395, 0.09981], [2.82483, 0.70197, 0.22033], [-2.24784, 0.32078, -0.43985], [-2.36144, -1.05433, -0.65413], [0.16570, 0.66036, 0.03675], [0.41231, -2.04464, 1.26610], [-1.10065, 2.11840, -0.19270], [-3.15276, 1.02428, -0.66254], [-3.27122, -1.51297, -1.01047], [3.18675, 1.52000, -0.45707], [3.37590, 0.99213, 1.19343]],
  "lumo_energy_ev": [-0.825, -0.657],
  "orbital_gap_ev": [7.054, 7.013],
  "homo_ev": [-7.9, -7.7]
}

Record 2
{
  "formula": "C6H6F2N2",
  "method": "wB97M-V/def2-TZVPD",
  "elements": ["F", "F", "N", "N", "C", "C", "C", "C", "C", "C", "H", "H", "H", "H", "H", "H"],
  "xyz": [[-2.81607, 0.85498, -0.88392], [-2.59762, -0.60586, 0.67849], [0.15025, -0.73495, -0.51479], [2.52904, 1.75499, -0.10436], [1.31512, -1.58071, -0.82399], [-0.94278, 1.10061, 0.72954], [-1.00430, -0.79782, -1.01224], [1.58998, 1.30431, 0.43846], [-1.82673, 0.13190, -0.18163], [0.53817, 0.64257, 0.96334], [1.05423, -2.21541, -1.66650], [1.58876, -2.11567, 0.05670], [-1.51391, 1.15172, 1.65984], [0.69732, -0.10189, 1.67054], [2.11963, -0.84733, -1.21632], [-0.88110, 2.05856, 0.20684]],
  "lumo_energy_ev": [-1.142, -1.141],
  "orbital_gap_ev": [7.933, 7.935],
  "homo_ev": [-9.1, -9.1]
}

Record 3
{
  "formula": "C6H6F2O4P",
  "method": "wB97M-V/def2-TZVPD",
  "elements": ["P", "F", "F", "O", "O", "O", "O", "C", "C", "C", "C", "C", "C", "H", "H", "H", "H", "H", "H"],
  "xyz": [[-0.28554, -1.81652, 0.28611], [-0.95132, -2.08521, -1.11555], [1.10736, -2.23592, -0.34366], [2.95933, -0.22465, 1.18170], [-2.40205, -0.71914, 0.67873], [5.22745, -0.52667, 1.01056], [-4.36529, 0.41536, 1.08325], [-0.14493, 0.73842, 1.55080], [-0.14873, 0.79928, -2.36593], [-0.28072, 0.55134, -1.01447], [-0.34088, 0.16993, 0.18453], [4.09974, -0.40362, 1.10346], [-3.40867, -0.15609, 0.85178], [0.80461, 1.07887, -2.83651], [-1.15427, 0.63405, 1.97601], [-0.46642, 0.04895, -3.08094], [0.69483, 0.40493, 2.11695], [-0.09004, 1.79410, 1.38941], [-0.85446, 1.53259, -2.65621]],
  "lumo_energy_ev": -5.877,
  "orbital_gap_ev": 9.087,
  "homo_ev": -15.0,
  "charge": 1
}

Record 4
{
  "formula": "C6H6F3N4O2",
  "method": "wB97M-V/def2-TZVPD",
  "elements": ["F", "F", "F", "O", "O", "N", "N", "N", "N", "C", "C", "C", "C", "C", "C", "H", "H", "H", "H", "H", "H"],
  "xyz": [[2.50099, -1.11917, 1.11552], [1.55477, -2.89196, 0.23288], [2.82674, -1.74480, -0.95368], [-2.52401, -0.29134, 0.45285], [1.82397, 3.06335, 1.59532], [0.58927, 1.50378, -1.37876], [1.02337, 2.54206, -0.53774], [1.26599, 0.28675, -1.23642], [-0.26077, -0.63763, 0.33151], [-2.59435, -1.27106, 1.48718], [-1.36488, 0.08726, -0.01711], [1.89135, -1.66711, 0.01605], [-1.33376, 1.13799, -0.89677], [1.32556, 2.63428, 0.65377], [0.81824, -0.61974, -0.35572], [-1.95156, 1.54273, -1.57597], [-3.75494, -1.35431, 1.81520], [-2.07213, -0.85674, 2.34891], [0.55738, 1.90414, -2.30042], [1.94561, -0.06645, -1.85581], [-2.26682, -2.18202, 1.05922]],
  "lumo_energy_ev": -4.971,
  "orbital_gap_ev": 8.884,
  "homo_ev": -13.9,
  "charge": 1
}

Record 5
{
  "formula": "C6H6F8O9S2V",
  "method": "wB97M-V/def2-TZVPD",
  "elements": ["V", "S", "S", "F", "F", "F", "F", "F", "F", "F", "F", "O", "O", "O", "O", "O", "O", "O", "O", "O", "C", "C", "C", "C", "C", "C", "H", "H", "H", "H", "H", "H"],
  "xyz": [[-1.38216, 0.90051, 0.03924], [-2.12130, -1.95608, 1.59622], [-0.31089, 2.42819, -3.00865], [-4.07268, -3.17740, 2.95346], [-1.65686, 4.85485, -3.34899], [-3.29701, 0.39593, -0.72003], [0.18842, 4.55018, -4.46778], [-2.83973, -1.91392, 4.18077], [-4.25750, -0.98796, 2.85544], [-0.80635, -0.78214, -1.17856], [0.20735, 4.94683, -2.31037], [-1.44070, 2.15397, 1.05471], [-0.95835, 1.81461, -4.15388], [1.13079, 2.31760, -2.94284], [-1.08126, -2.79454, 2.14792], [-2.77798, -2.45791, 0.41112], [-1.81041, -0.51458, 1.55808], [2.90612, 0.27727, 0.95663], [-0.90693, 2.15519, -1.70418], [0.72949, 0.54572, 0.70618], [-3.41694, -2.01442, 2.97436], [3.90779, -0.70794, 0.77006], [1.63164, -1.65105, 0.39209], [1.67749, -0.18614, 0.73087], [3.11169, -2.05862, 0.62534], [-0.42747, 4.31380, -3.31830], [3.26064, -2.63572, 1.53326], [0.99764, -2.20115, 1.08380], [4.47166, -0.47363, -0.13044], [4.57088, -0.89747, 1.61307], [3.51993, -2.52730, -0.27070], [1.25298, -1.71667, -0.62791]],
  "lumo_energy_ev": [4.567, 4.567],
  "spin_multiplicity": 2,
  "orbital_gap_ev": [8.069, 8.231],
  "homo_ev": [-3.5, -3.7],
  "charge": -2
}

Record 6
{
  "formula": "C6H6FeN4O2S2",
  "method": "wB97M-V/def2-TZVPD",
  "elements": ["Fe", "S", "S", "O", "O", "N", "N", "N", "N", "C", "C", "C", "C", "C", "C", "H", "H", "H", "H", "H", "H"],
  "xyz": [[-0.78602, 0.13556, -0.38730], [-2.81956, 0.32657, -1.35423], [-0.41808, 2.43953, -0.56072], [-0.14142, -1.79200, 0.24216], [1.18442, -3.30092, 1.14008], [-4.95261, 2.75433, -3.03319], [1.78735, -1.07274, 1.09353], [1.41258, 0.21319, 0.70499], [-2.06287, 5.38319, -2.04244], [-4.00294, 2.45289, -2.45755], [-2.84959, 2.01863, -1.74576], [0.90442, -2.06069, 0.80612], [2.40860, -3.63046, 1.79753], [-1.98287, 4.26814, -1.76923], [-1.85759, 2.89637, -1.41234], [1.32349, 0.83200, 1.50058], [2.05972, 0.60313, 0.03165], [2.48209, -3.13742, 2.76852], [2.37616, -4.70377, 1.94842], [3.27067, -3.38531, 1.17461], [2.66405, -1.24023, 1.55455]],
  "lumo_energy_ev": [-0.704, -0.709],
  "spin_multiplicity": 5,
  "orbital_gap_ev": [6.909, 7.033],
  "homo_ev": [-7.6, -7.7]
}

DFT total energy in Eh, matching the order above: -1145.17016, -541.32901, -1074.03092, -900.87684, -3448.92703, -2661.80846